Molecular formula: C53H88Cl3GeKN13O5Se
Method: DFT, wB97M-V/def2-TZVPD

Structure (XYZ):
```
165
Properties=species:S:1:pos:R:3:forces:R:3:mulliken_charge:R:1
K -0.340 0.213 -0.249 -0.904 1.493 -0.965 0.856
C -0.941 1.239 -6.031 -0.009 -0.002 -0.004 -0.756
N -0.266 0.014 -5.663 -0.106 0.015 0.258 0.473
C -0.834 -1.182 -6.263 0.157 0.009 -0.084 -0.983
C 0.110 -0.110 -4.278 -0.128 -0.088 -0.317 -1.174
N -0.654 -0.065 -3.265 0.208 0.129 0.348 0.764
C -2.087 -0.006 -3.388 -0.021 -0.073 -0.094 -0.299
C -2.746 -0.778 -2.238 -0.066 -0.009 -0.179 -1.808
N -3.110 0.036 -1.085 -0.093 -0.064 0.053 1.843
C -3.525 -0.851 0.010 0.098 0.060 0.370 -0.818
C -3.996 -0.088 1.262 -0.154 -0.195 -0.171 0.725
N -3.163 -0.266 2.430 0.275 -0.205 0.130 0.375
C -3.719 -0.311 3.568 -0.192 0.181 -0.198 -0.880
N -5.124 -0.158 3.732 -0.074 -0.022 0.309 0.451
C -5.741 1.135 3.554 -0.009 -0.044 -0.077 -0.953
C -5.787 -1.012 4.691 0.027 0.045 -0.018 -0.991
N -2.956 -0.487 4.738 0.168 -0.099 0.036 1.090
C -2.466 -1.800 5.106 -0.085 -0.046 -0.043 -1.162
C -3.205 0.429 5.826 -0.033 -0.076 -0.122 -0.879
C -4.083 1.080 -1.421 0.261 0.295 0.024 -2.478
C -3.479 2.483 -1.248 -0.024 0.093 0.085 0.910
N -3.357 2.808 0.158 0.168 0.092 0.180 0.088
C -3.098 3.987 0.564 -0.229 -0.202 -0.318 -0.582
N -2.996 5.098 -0.326 0.094 0.018 0.070 0.745
C -1.699 5.717 -0.525 -0.047 -0.006 -0.055 -0.775
C -4.120 6.004 -0.353 0.037 -0.044 -0.010 -1.090
N -3.013 4.236 1.923 0.141 0.026 0.166 0.199
C -2.277 5.396 2.393 0.050 0.044 0.019 -1.002
C -2.854 3.076 2.793 -0.074 0.081 -0.229 -0.218
N 1.446 -0.354 -4.116 0.027 -0.046 -0.088 1.448
C 2.412 0.035 -5.127 -0.113 -0.034 -0.053 -1.115
C 1.911 -0.645 -2.772 -0.134 0.055 0.139 -0.905
H -1.988 1.295 -5.702 0.020 -0.018 -0.033 0.234
H -0.923 1.336 -7.120 0.005 0.032 0.010 0.416
H -0.410 2.088 -5.603 -0.011 0.013 -0.037 0.043
H -0.474 -1.287 -7.293 -0.042 -0.041 0.004 0.321
H -1.931 -1.166 -6.293 0.010 0.005 0.051 0.371
H -0.523 -2.057 -5.695 -0.029 0.017 -0.069 0.173
H -2.445 -0.437 -4.331 -0.005 0.059 0.020 0.133
H -2.399 1.044 -3.369 -0.101 -0.039 -0.029 0.201
H -2.035 -1.541 -1.911 -0.075 -0.104 -0.031 0.345
H -3.639 -1.297 -2.636 0.000 -0.026 0.089 0.192
H -2.667 -1.474 0.274 -0.057 -0.096 -0.029 -0.174
H -4.334 -1.525 -0.325 0.046 0.032 -0.040 0.308
H -5.039 -0.348 1.489 0.057 0.044 -0.114 0.065
H -3.938 0.974 1.025 -0.174 0.024 0.008 0.030
H -5.190 1.719 2.819 -0.239 -0.077 0.071 0.379
H -5.787 1.709 4.493 0.033 0.020 -0.033 0.333
H -6.766 1.008 3.191 -0.002 0.023 -0.007 0.296
H -5.333 -2.001 4.676 -0.022 -0.005 0.048 0.275
H -6.836 -1.115 4.401 0.012 -0.036 -0.019 0.322
H -5.770 -0.630 5.721 -0.012 -0.011 -0.008 0.251
H -2.134 -2.347 4.229 0.072 0.001 -0.162 0.403
H -1.609 -1.695 5.774 0.060 0.016 -0.017 0.356
H -3.229 -2.396 5.635 0.050 0.010 0.011 0.209
H -4.075 0.181 6.453 0.035 -0.001 0.013 0.252
H -3.340 1.437 5.427 -0.020 -0.003 0.082 0.163
H -2.326 0.436 6.474 0.000 0.056 0.003 0.321
H -4.975 1.004 -0.793 -0.001 -0.027 -0.019 0.537
H -4.423 0.970 -2.457 0.024 -0.048 0.008 0.632
H -4.069 3.223 -1.805 -0.013 -0.001 0.029 0.474
H -2.470 2.467 -1.678 -0.065 0.021 -0.142 -0.978
H -0.912 4.982 -0.348 0.013 0.088 -0.010 -0.010
H -1.522 6.587 0.124 0.002 -0.034 -0.024 0.324
H -1.629 6.062 -1.561 0.064 -0.021 0.000 0.381
H -4.095 6.771 0.438 -0.008 -0.020 0.007 0.298
H -5.046 5.438 -0.255 -0.024 0.039 -0.010 0.298
H -4.128 6.525 -1.315 -0.054 0.006 0.013 0.381
H -2.578 6.297 1.864 -0.014 -0.043 0.047 0.279
H -1.194 5.258 2.291 -0.038 0.019 -0.004 0.163
H -2.507 5.540 3.449 -0.032 0.001 0.008 0.378
H -3.555 2.303 2.501 0.228 0.131 0.035 -1.241
H -3.050 3.381 3.822 0.003 0.011 0.005 0.514
H -1.847 2.661 2.711 0.038 -0.042 0.037 0.033
H 2.102 0.941 -5.646 0.031 0.033 -0.011 0.309
H 2.553 -0.745 -5.883 0.043 0.006 0.012 0.243
H 3.372 0.229 -4.650 -0.033 -0.022 0.051 0.339
H 1.888 0.242 -2.134 0.144 0.017 0.011 -0.002
H 2.923 -1.046 -2.822 0.005 -0.013 -0.010 0.873
H 1.247 -1.386 -2.324 0.100 -0.109 -0.007 -0.369
Cl 5.114 1.014 4.644 0.075 0.008 0.091 -0.277
C 4.099 1.173 3.235 0.009 0.019 0.062 -0.053
C 4.340 0.359 2.119 -0.011 0.076 -0.030 -0.717
C 3.552 0.473 1.009 -0.063 0.013 -0.149 0.191
C 2.437 1.379 0.926 0.352 0.218 0.270 -0.817
O 1.722 1.418 -0.120 0.900 0.252 0.477 -0.002
C 2.233 2.204 2.096 0.101 -0.317 -0.435 1.697
C 1.159 3.161 2.205 -0.161 0.104 0.301 -0.972
O 0.201 3.324 1.470 -0.014 -0.015 -0.073 0.217
C 3.076 2.076 3.215 -0.069 0.034 -0.051 -1.336
H 5.159 -0.349 2.146 -0.019 -0.039 -0.006 0.324
H 3.738 -0.141 0.135 -0.012 0.009 0.054 0.080
H 1.244 3.803 3.116 0.002 -0.033 -0.029 0.035
H 2.884 2.700 4.081 0.040 0.004 0.009 0.391
C 2.451 5.774 -0.341 0.059 -0.216 -0.084 -0.872
Ge 3.508 4.561 -1.472 0.214 0.125 -0.124 0.810
C 4.914 3.667 -0.419 -0.250 0.090 -0.093 -1.051
C 4.469 5.653 -2.831 -0.175 -0.148 0.171 -1.410
C 2.371 3.244 -2.424 0.076 0.021 0.267 -0.794
Se 0.540 3.093 -1.742 -0.266 0.448 -0.786 0.749
C -0.262 4.053 -3.269 0.153 -0.075 0.248 -1.211
H 3.100 6.354 0.316 0.044 -0.001 -0.034 0.487
H 1.760 5.189 0.267 -0.032 0.008 0.019 -0.117
H 1.866 6.461 -0.953 -0.014 -0.007 -0.022 0.340
H 5.501 4.412 0.121 -0.002 0.015 -0.007 0.400
H 5.584 3.113 -1.078 -0.014 -0.012 -0.012 0.332
H 4.487 2.972 0.303 0.012 -0.005 0.018 0.233
H 5.192 6.310 -2.346 -0.006 0.004 0.014 0.374
H 3.775 6.270 -3.405 -0.016 -0.008 -0.005 0.363
H 5.009 5.006 -3.525 -0.003 -0.009 -0.002 0.385
H 2.822 2.256 -2.328 0.014 0.006 -0.004 0.005
H 2.294 3.490 -3.483 0.046 0.011 -0.007 0.755
H 0.103 5.079 -3.322 -0.045 0.021 -0.003 0.375
H -1.340 4.054 -3.116 -0.029 0.053 -0.011 0.272
H -0.035 3.537 -4.200 0.019 0.008 0.005 0.096
Cl 4.113 -2.795 -0.666 0.110 0.099 -0.154 -0.179
C 4.022 -4.223 0.306 -0.056 -0.072 0.283 0.741
C 4.713 -5.348 -0.093 0.020 -0.057 -0.143 -0.640
C 4.612 -6.518 0.642 -0.028 -0.038 -0.067 -0.580
C 3.783 -6.548 1.748 0.069 0.013 0.009 -0.626
C 3.107 -5.410 2.157 -0.175 0.171 -0.116 0.988
Cl 1.975 -5.605 3.455 0.059 0.245 0.005 -0.190
C 3.252 -4.174 1.486 0.204 -0.202 0.002 -1.056
N 2.710 -2.974 1.886 -0.479 0.060 -0.039 1.210
C 2.628 -2.491 3.201 0.294 -0.005 0.133 0.662
C 3.600 -2.878 4.125 -0.047 0.006 -0.063 -0.542
C 3.560 -2.427 5.431 -0.034 -0.095 0.019 -0.779
C 2.555 -1.561 5.823 0.028 0.070 0.131 -1.107
C 1.634 -1.122 4.886 -0.028 0.042 -0.034 -0.470
C 1.649 -1.556 3.566 -0.023 -0.007 0.143 0.276
C 0.662 -1.013 2.580 -0.192 -0.538 -0.324 2.174
C -0.117 -2.121 1.794 0.101 -0.323 0.483 0.009
O -0.480 -3.131 2.412 -0.074 0.174 0.120 -0.920
O -0.288 -1.870 0.572 0.049 -1.517 0.351 -0.690
H 5.345 -5.294 -0.969 -0.068 0.003 -0.058 0.453
H 5.144 -7.407 0.331 0.028 0.014 0.018 0.375
H 3.635 -7.464 2.303 -0.014 0.015 0.021 0.429
H 2.340 -2.382 1.155 0.014 -0.025 0.026 -0.501
H 4.405 -3.530 3.807 -0.030 -0.075 -0.032 0.539
H 4.315 -2.753 6.135 0.010 0.013 -0.004 0.403
H 2.505 -1.208 6.846 0.003 0.030 -0.013 0.352
H 0.874 -0.407 5.181 -0.033 -0.012 -0.033 0.578
H 1.171 -0.390 1.838 -0.007 -0.056 0.264 -2.447
H -0.083 -0.397 3.092 0.004 0.020 -0.013 0.293
C -0.221 -5.152 -0.269 -0.081 0.083 0.045 -0.417
N 0.495 -5.468 -1.494 0.008 -0.011 0.123 0.683
C 0.814 -6.868 -1.686 0.042 0.018 -0.137 -0.626
C 1.851 -7.060 -2.776 -0.233 0.030 0.031 -0.536
C 1.408 -6.303 -4.012 0.029 -0.069 0.143 -0.786
N 1.153 -4.922 -3.676 0.070 0.063 0.002 0.397
C 1.234 -3.964 -4.755 -0.003 -0.019 0.133 -0.347
C 0.517 -4.540 -2.498 -0.102 0.152 -0.334 0.272
O 0.036 -3.418 -2.388 0.138 -0.264 0.088 -0.697
H -1.214 -5.619 -0.259 0.025 0.004 -0.016 0.216
H -0.337 -4.078 -0.169 -0.015 0.098 0.039 -0.535
H 0.340 -5.523 0.590 0.030 0.010 0.008 0.210
H -0.098 -7.429 -1.942 0.013 -0.029 0.064 0.258
H 1.186 -7.260 -0.736 -0.037 0.006 -0.003 0.350
H 1.963 -8.123 -2.998 0.053 0.013 0.014 0.370
H 2.804 -6.663 -2.437 0.200 0.023 0.052 0.141
H 0.507 -6.775 -4.435 0.050 -0.006 -0.073 0.304
H 2.189 -6.334 -4.775 -0.038 0.019 -0.031 0.405
H 2.274 -3.835 -5.072 -0.017 -0.041 -0.046 0.356
H 0.642 -4.283 -5.621 -0.021 0.013 0.013 0.426
H 0.862 -3.012 -4.387 0.028 0.018 -0.036 -0.657
```
Positions in Å, forces in eV/Å.

As for the multiplicity: 1. As for the energy relative to the best compared isomer or geometry (same formula, charge and spin): 1.192 eV. As for the charge: -1. For the total energy, the calculation gives -261755.0988 eV. For the LUMO energy, the calculation gives 2.0 eV. For the HOMO-LUMO gap, the calculation gives 6.8 eV.